ORCA calculation (ωB97M-V/def2-TZVPD) on a molecular structure, C33H45CdN4O4SSi in a non-equilibrium geometry.

Structure (XYZ):
```
89
Properties=species:S:1:pos:R:3:forces:R:3
Cd -0.35622 0.19694 0.48319 0.2 0.5 0.1
N 2.03609 1.65985 4.03826 0.3 0.1 0.1
C 1.03041 1.32713 3.15266 -0.4 0.0 0.0
S 0.86716 -0.35663 2.82787 -0.3 -0.6 -0.3
N 0.29722 2.31267 2.75514 0.4 1.0 0.5
N -0.80757 2.04811 1.99773 -0.2 -0.2 -0.3
C -1.69017 2.98650 2.00469 0.7 -0.1 0.5
C -2.97272 2.93612 1.37742 -0.5 -0.4 -0.5
C -3.78013 4.07621 1.41911 0.1 0.1 0.0
C -5.04521 4.11009 0.87922 -0.2 0.3 0.0
C -5.54735 2.95645 0.27835 0.0 0.0 0.0
C -4.79725 1.81177 0.23714 0.0 -0.2 -0.2
C -3.47795 1.73074 0.77906 -0.3 0.5 0.1
O -2.84299 0.63478 0.75741 0.8 -0.7 -0.1
H 2.79060 0.99623 4.09744 0.0 0.0 -0.1
H 2.29412 2.63492 4.03732 0.0 0.0 0.0
H -1.47992 3.89142 2.59375 0.1 -0.2 -0.1
H -3.38530 4.96825 1.89364 0.1 0.0 0.1
H -5.64236 5.01125 0.93387 0.0 0.0 0.0
H -6.54255 2.96672 -0.15070 0.0 0.0 0.0
H -5.19943 0.91664 -0.22721 0.0 0.0 0.1
C -2.32943 -2.07583 2.08674 -0.1 0.0 0.3
O -1.76422 -2.54594 0.87480 0.3 0.2 -0.2
C -2.70350 -2.88364 -0.11045 -0.3 0.1 -0.6
C -3.25008 -1.70292 -0.91451 -0.1 -0.2 0.3
O -2.21056 -1.10768 -1.67708 0.3 -0.1 0.3
C -2.67638 -0.02513 -2.45026 0.0 0.5 -0.3
C -1.60173 1.04221 -2.65287 -0.3 -0.4 -0.1
O -1.58913 1.87538 -1.51621 -0.1 -0.2 0.1
C -1.04853 3.15266 -1.71195 0.1 0.1 0.0
H -2.99030 -2.84144 2.51786 0.0 0.0 0.0
H -2.87212 -1.13950 1.94091 0.0 -0.1 0.0
H -1.48773 -1.88859 2.75400 -0.1 0.0 0.0
H -3.55499 -3.41924 0.34317 0.1 0.1 -0.1
H -2.19144 -3.56172 -0.80082 -0.1 0.0 0.1
H -3.64884 -0.94266 -0.23417 -0.1 -0.1 -0.1
H -4.05098 -2.07196 -1.57939 0.1 0.0 0.0
H -3.51455 0.47252 -1.94911 0.0 -0.1 0.0
H -3.01921 -0.39672 -3.43359 0.1 0.1 0.2
H -1.86330 1.63271 -3.54838 0.1 -0.1 0.1
H -0.62646 0.56273 -2.81003 -0.2 0.1 0.0
H 0.03644 3.12405 -1.86882 0.0 0.0 0.0
H -1.26130 3.70906 -0.79943 0.0 0.1 -0.1
H -1.51924 3.65258 -2.57046 0.0 0.0 0.1
C 1.63375 0.80694 -0.55023 -0.2 -0.3 -0.6
Si 2.58526 -0.19951 -1.79231 0.1 -0.1 0.2
C 2.76631 -1.98019 -1.08705 -0.3 0.4 -0.4
N 1.47436 -2.47412 -0.63153 -0.1 -0.1 0.2
C 0.71962 -3.16278 -1.65529 0.0 -0.2 -0.2
C 1.20017 -4.60053 -1.94027 -0.2 0.2 0.1
C 1.21372 -5.40342 -0.64160 0.3 -0.1 -0.1
C 2.07516 -4.67232 0.38365 -0.3 0.1 0.0
C 1.50367 -3.26060 0.58718 0.3 -0.2 0.2
C 1.87971 -0.17570 -3.56914 -0.1 -0.1 0.6
C 1.39861 1.02207 -4.08681 0.1 0.1 0.0
C 0.91666 1.11578 -5.37986 0.0 0.2 -0.1
C 0.91147 -0.00334 -6.19577 0.0 0.0 -0.1
C 1.39937 -1.20353 -5.70758 0.0 -0.1 -0.2
C 1.87790 -1.28170 -4.41088 0.2 0.0 0.0
C 4.41204 0.33350 -2.16188 -0.5 0.1 0.2
C 4.84849 0.73539 -3.42469 -0.2 -0.1 0.0
C 6.15383 1.13249 -3.65783 0.2 0.1 -0.2
C 7.07558 1.14656 -2.62570 0.0 0.0 0.0
C 6.66907 0.74752 -1.36221 0.2 0.0 0.1
C 5.36076 0.35414 -1.14204 -0.1 -0.1 0.1
H 1.45497 1.82593 -0.89375 0.1 0.1 -0.1
H 2.25678 0.88595 0.34436 0.0 0.0 0.2
H 3.41775 -1.88905 -0.21919 0.2 0.1 0.1
H 3.26626 -2.67828 -1.77218 0.2 0.0 -0.1
H 0.74020 -2.56550 -2.56714 -0.2 0.0 0.0
H -0.31309 -3.20357 -1.30838 -0.1 0.0 -0.1
H 2.21179 -4.58881 -2.35873 0.0 0.0 -0.1
H 0.53781 -5.06987 -2.67464 0.1 0.1 -0.1
H 1.59426 -6.41516 -0.81806 -0.1 0.0 0.0
H 0.19425 -5.48928 -0.25519 -0.1 0.0 0.0
H 3.10345 -4.61127 0.01410 0.1 0.0 0.0
H 2.09154 -5.21416 1.33221 0.0 0.0 0.0
H 2.07189 -2.71092 1.33877 0.0 0.0 0.0
H 0.47275 -3.33910 0.94588 0.0 0.0 0.1
H 1.42447 1.90233 -3.45975 -0.1 0.2 0.0
H 0.55797 2.06726 -5.75040 0.0 0.0 0.0
H 0.55388 0.06411 -7.21448 -0.1 0.0 0.0
H 1.41495 -2.07845 -6.34513 0.0 0.0 0.0
H 2.28611 -2.21659 -4.05483 0.0 -0.2 0.0
H 4.14952 0.72931 -4.24847 0.0 0.0 -0.1
H 6.45969 1.42758 -4.65351 0.0 0.0 -0.1
H 8.09470 1.46838 -2.80227 0.0 0.0 0.0
H 7.38421 0.74075 -0.55055 0.0 0.0 0.1
H 5.06649 0.04986 -0.14765 0.0 0.0 0.2
```
Forces are in eV/Å.

Kohn-Sham gap = 0.24254 Eh
LUMO = 2.56 eV
ΔE to the lowest compared entry with this formula, charge and spin = 0.0 kJ/mol
largest force on an atom = 1.19 eV/Å
2S+1 = 1
M = 734.3 g mol⁻¹
net charge = -1